# 1
# C5H12ClN2

A 2-piece molecular cluster, C5H12ClN2 overall in a non-equilibrium geometry (ωB97M-V/def2-TZVPD, the Open Molecules 2025 dataset).

Cartesian coordinates (Å):
C: 0.34697 0.16184 -0.32840
C: 0.45522 0.30754 -1.69339
C: 1.06014 2.19043 0.89066
C: -0.15573 0.31571 2.00826
C: -1.48283 -1.98559 -1.03984
N: 0.45410 0.82720 0.75802
N: -0.45809 -2.08163 -0.02312
Cl: 0.93237 -2.81940 -0.57158
H: 0.96731 -0.56457 -1.94082
H: -0.54855 0.25876 -2.08267
H: 0.98194 1.13393 -1.91498
H: 1.80509 1.99493 1.63330
H: 1.60616 2.53342 0.01895
H: 0.31572 2.90901 1.34957
H: -0.29969 -0.84602 1.93055
H: 0.59142 0.38225 2.88852
H: -1.07842 0.88978 2.11575
H: -1.60417 -0.95517 -1.51867
H: -2.52461 -2.06341 -0.58763
H: -1.36435 -2.58901 -1.89248

Computed properties:
* orbital gap (alpha / beta): 8.51 / 8.80 eV
* charge: +1
* LUMO level (alpha / beta): -4.90 / -4.75 eV
* energy above the lowest of the compared OMol25 structures with the same formula, charge and spin: 499.0 kJ/mol



# 2
# C52H44N4O4Pr

C52H44N4O4Pr as an isolated structure in a non-equilibrium geometry (ωB97M-V/def2-TZVPD, the Open Molecules 2025 dataset).

Cartesian coordinates (Å):
Pr: -0.23850 -0.57625 -0.11457
C: -2.33846 -2.66621 2.16761
C: -3.36476 -2.48376 1.08027
O: -2.72505 -1.77700 -0.00353
C: -3.26466 -1.89271 -1.41560
C: -2.37898 -1.16724 -2.41042
O: -0.94887 -1.45378 -2.28717
C: -0.52902 -2.67772 -2.77866
C: 0.31274 -3.52972 -1.81546
O: 0.65430 -2.86643 -0.61569
C: 0.71388 -3.71586 0.50060
C: -0.62311 -3.90011 1.15168
O: -0.96396 -2.59989 1.66275
H: -2.37128 -3.66542 2.66005
H: -2.45255 -1.90482 2.96772
H: -4.17946 -1.80262 1.49212
H: -3.82870 -3.42068 0.75310
H: -4.28574 -1.44638 -1.42308
H: -3.22766 -2.99892 -1.56034
H: -2.50708 -0.05574 -2.32197
H: -2.55680 -1.42534 -3.47811
H: 0.10116 -2.40600 -3.64722
H: -1.33410 -3.28185 -3.21414
H: 1.18821 -3.74862 -2.33958
H: -0.21787 -4.49592 -1.66087
H: 1.36758 -3.29499 1.25865
H: 1.15336 -4.67178 0.20693
H: -0.48453 -4.62566 1.94331
H: -1.39438 -4.15562 0.40647
C: -5.48081 5.50568 1.35999
C: -4.50839 5.03419 2.22156
C: -3.65317 4.04834 1.92507
C: -3.77708 3.33955 0.75181
C: -4.89961 3.57175 -0.01617
C: -5.75559 4.68219 0.25433
C: -2.59176 2.45195 0.37173
C: -2.01410 2.50987 -0.90854
C: -2.18646 3.51592 -1.88541
C: -1.34368 3.23385 -2.93673
C: -0.59904 2.02876 -2.56486
C: 0.45659 1.46656 -3.35676
C: 0.37739 1.69295 -4.83753
C: 1.44179 1.63272 -5.78024
C: 1.20286 1.65996 -7.11938
C: -0.06147 1.39460 -7.66172
C: -1.11542 1.29974 -6.75325
C: -0.93373 1.56438 -5.42449
C: 1.33881 0.47623 -2.80554
N: 1.60301 0.27381 -1.45580
C: 2.65303 -0.67180 -1.30254
C: 3.53603 -0.88921 -0.10752
C: 5.01632 -1.17935 -0.26223
C: 5.97430 -0.17649 0.17672
C: 7.34092 -0.40292 -0.01626
C: 7.86858 -1.64621 -0.44858
C: 6.97344 -2.59868 -0.83584
C: 5.60616 -2.34137 -0.82080
C: 3.03405 -0.60789 1.20945
C: 3.79064 -0.44351 2.41817
C: 3.02526 -0.18152 3.47267
C: 1.66646 -0.04873 2.87287
N: 1.69960 -0.29520 1.51594
C: 0.49808 0.39807 3.57467
C: -0.70140 0.68604 2.84179
C: -2.05393 0.66628 3.42862
C: -2.88169 1.15095 2.46884
C: -2.10044 1.58095 1.34195
N: -0.75148 1.27367 1.56787
C: 0.50528 0.24991 5.05539
C: -0.28245 1.20886 5.81351
C: -0.23169 1.14685 7.14696
C: 0.44909 0.12825 7.84364
C: 1.21455 -0.81981 7.15304
C: 1.17513 -0.74018 5.73186
C: 2.99153 -1.06953 -2.64427
C: 2.18049 -0.42629 -3.54399
N: -1.00307 1.59349 -1.29727
H: -6.04098 6.45059 1.47104
H: -4.33927 5.51767 3.20145
H: -2.78345 3.88869 2.52493
H: -5.12663 3.01567 -0.90844
H: -6.60827 4.95889 -0.43289
H: -2.83837 4.37722 -1.74308
H: -1.27328 3.87604 -3.86795
H: 2.45474 1.67851 -5.44221
H: 1.99887 1.92757 -7.82535
H: -0.28236 1.28907 -8.74583
H: -2.08683 0.95781 -7.12857
H: -1.76397 1.51355 -4.71390
H: 5.62423 0.80097 0.54970
H: 8.11865 0.31761 0.23256
H: 8.95131 -1.80026 -0.48819
H: 7.39864 -3.53981 -1.22717
H: 4.79115 -3.02716 -1.34128
H: 4.84741 -0.74855 2.44444
H: 3.30183 -0.02567 4.46758
H: -2.34303 0.46207 4.46329
H: -3.98092 1.32735 2.50475
H: -0.81861 1.99294 5.25682
H: -0.75287 1.89083 7.73057
H: 0.45949 0.28035 8.88465
H: 1.73250 -1.67967 7.62107
H: 1.58120 -1.61388 5.15442
H: 3.69625 -1.78654 -2.96793
H: 2.11394 -0.52236 -4.57206

Computed properties:
* orbital gap (alpha / beta): 5.21 / 5.03 eV
* spin multiplicity: 3
* charge: +1
* LUMO level (alpha / beta): -3.45 / -3.51 eV
* energy above the lowest of the compared OMol25 structures with the same formula, charge and spin: 423.4 kJ/mol



# 3
# C4H7N3O

A single C4H7N3O molecule in a non-equilibrium geometry (ωB97M-V/def2-TZVPD, the Open Molecules 2025 dataset).

Cartesian coordinates (Å):
C: 1.10753 0.19199 0.82880
C: 0.27018 1.28812 -1.21123
N: 0.23546 0.10340 -0.36472
N: -0.87946 -1.20436 1.02253
C: -1.01246 -0.52973 -0.11793
C: 0.59527 -1.12253 1.33728
N: -1.96709 -0.74951 -0.93206
O: 1.11258 -1.82151 2.18335
H: -1.54624 -1.90386 1.30311
H: -1.84076 -0.21467 -1.79096
H: 2.16079 0.09037 0.55419
H: 0.92849 1.04351 1.48422
H: 1.29774 1.57678 -1.44820
H: -0.20953 2.12419 -0.69135
H: -0.25248 1.12783 -2.15703

Computed properties:
* orbital gap: 9.85 eV
* LUMO level: 0.59 eV
* energy above the lowest of the compared OMol25 structures with the same formula, charge and spin: 99.1 kJ/mol